{"formula": "C29H72BeN2O11", "method": "wB97M-V/def2-TZVPD", "symbols": ["Be", "C", "C", "O", "H", "H", "H", "H", "H", "C", "C", "O", "H", "H", "H", "H", "H", "O", "C", "C", "O", "H", "H", "H", "H", "C", "C", "C", "C", "C", "C", "N", "O", "C", "C", "C", "H", "H", "H", "H", "H", "H", "H", "H", "H", "H", "H", "H", "H", "H", "H", "H", "H", "H", "H", "C", "C", "C", "C", "C", "C", "N", "O", "C", "C", "C", "H", "H", "H", "H", "H", "H", "H", "H", "H", "H", "H", "H", "H", "H", "H", "H", "H", "H", "H", "C", "O", "H", "H", "H", "H", "C", "O", "H", "H", "H", "H", "C", "O", "H", "H", "H", "H", "C", "O", "H", "H", "H", "H", "C", "O", "H", "H", "H", "H"], "positions_angstrom": [[26.850550, 17.461700, 20.393420], [27.687590, 18.779910, 14.970830], [28.495450, 18.378900, 16.197680], [28.225340, 17.080560, 16.703200], [27.654850, 18.056290, 14.156330], [27.970380, 19.713700, 14.484850], [26.640600, 18.871210, 15.259940], [28.304120, 19.129670, 16.964380], [29.570240, 18.450670, 16.031050], [31.260710, 21.359490, 19.655210], [31.175710, 20.196690, 20.688710], [29.888140, 19.907800, 21.084830], [30.915830, 22.299110, 20.086830], [30.895150, 21.222470, 18.637520], [32.313470, 21.402880, 19.376100], [31.637120, 20.557010, 21.608150], [31.743260, 19.314820, 20.391580], [24.256730, 20.162290, 20.735220], [23.384740, 20.180530, 19.604350], [22.838330, 18.838990, 19.033850], [23.740530, 17.879260, 18.402150], [23.803750, 20.699090, 18.742010], [22.585050, 20.845250, 19.931040], [22.060270, 19.146300, 18.335080], [22.137720, 18.326930, 19.693430], [28.816130, 24.576010, 12.060590], [29.045630, 25.907920, 12.930010], [30.568600, 26.194090, 13.287780], [31.275100, 26.854010, 12.125130], [30.493030, 28.111620, 11.643520], [29.019920, 27.792970, 11.224530], [28.419350, 27.072690, 12.377720], [27.020330, 26.841950, 12.214900], [28.281340, 29.143860, 10.919500], [28.973950, 27.053250, 9.831370], [28.434600, 25.678250, 14.327480], [27.795910, 24.632490, 11.681040], [28.899060, 23.694080, 12.695740], [29.528030, 24.579490, 11.235180], [30.591610, 26.754650, 14.222300], [31.058410, 25.233950, 13.450010], [31.390380, 26.092450, 11.353880], [32.236060, 27.344320, 12.280860], [30.961700, 28.594380, 10.785970], [30.447850, 28.947990, 12.341040], [28.220680, 29.754780, 11.820160], [28.840650, 29.732250, 10.192130], [27.275600, 28.914010, 10.567720], [29.303610, 27.630270, 8.967390], [29.747270, 26.285500, 9.805910], [28.022260, 26.553070, 9.651900], [28.544410, 26.674500, 14.755870], [28.744540, 24.966010, 15.092170], [27.367370, 25.464560, 14.268700], [26.645440, 27.465190, 12.841490], [34.363420, 20.852690, 13.838270], [35.820970, 20.850420, 13.248650], [35.998520, 22.154280, 12.370970], [36.178740, 23.390230, 13.253320], [37.240710, 23.281260, 14.296420], [37.162520, 21.973730, 15.097500], [36.814160, 20.812480, 14.327800], [36.737540, 19.605820, 15.003180], [38.605730, 21.819510, 15.621260], [36.273820, 22.130840, 16.373890], [36.014040, 19.733700, 12.239620], [34.128160, 21.727600, 14.444310], [34.278880, 20.010190, 14.524670], [33.538140, 20.723380, 13.138060], [36.807080, 22.138210, 11.640160], [35.169860, 22.300230, 11.678070], [35.267680, 23.609900, 13.809920], [36.419250, 24.192290, 12.555500], [36.930340, 24.113050, 14.928780], [38.248900, 23.537580, 13.970920], [39.042260, 22.682100, 16.124730], [38.680840, 21.011200, 16.348640], [39.239090, 21.694330, 14.743030], [35.364350, 22.685290, 16.142490], [36.164990, 21.205430, 16.939470], [36.696740, 22.695160, 17.205020], [35.233050, 19.584540, 11.494030], [35.982880, 18.760840, 12.730190], [36.931420, 19.646850, 11.657390], [37.326740, 19.025760, 14.515340], [27.045830, 15.243220, 10.804290], [26.969690, 14.497530, 12.015030], [26.637770, 14.609730, 10.016720], [26.381870, 16.107290, 10.829560], [28.070440, 15.532530, 10.570690], [27.775160, 13.999490, 12.172430], [30.163900, 19.189760, 9.113420], [30.485180, 18.070340, 8.454360], [30.975140, 19.773950, 9.547870], [29.643320, 19.835180, 8.405960], [29.550350, 18.964940, 9.985830], [30.918420, 17.493670, 9.087880], [23.032250, 17.473730, 12.544060], [23.419210, 16.847650, 13.710450], [22.140900, 18.072770, 12.730490], [23.821030, 18.132530, 12.180880], [22.886990, 16.712740, 11.777310], [23.455910, 17.563730, 14.348810], [31.647460, 15.439470, 13.652980], [30.696410, 14.603730, 14.244490], [32.378230, 15.793940, 14.379900], [32.063740, 14.891470, 12.807700], [31.104370, 16.305790, 13.275290], [30.099050, 15.199450, 14.702610], [23.101430, 23.166480, 14.659280], [23.036270, 21.788900, 14.961360], [22.086420, 23.521790, 14.481480], [23.503950, 23.738270, 15.495420], [23.636080, 23.386400, 13.735220], [23.578670, 21.681360, 15.746120]], "forces_ev_per_angstrom": [[-0.29, 0.60, -0.60], [-0.78, -0.18, -0.39], [-0.18, -2.16, 0.82], [0.09, 1.53, -0.78], [0.39, -0.50, 0.10], [0.30, 0.41, 0.26], [-0.14, 0.11, 0.14], [-0.17, 0.40, 0.38], [0.60, 0.26, -0.46], [1.31, -0.76, -0.18], [-2.68, 0.66, 0.28], [0.22, -0.31, -0.40], [-0.03, -0.06, -0.09], [-1.13, -0.44, 0.29], [0.75, 0.68, 0.42], [1.06, 0.43, 0.34], [0.37, -0.35, -0.57], [-1.57, -0.71, -2.68], [2.77, 1.33, 3.00], [0.71, -3.96, -1.82], [-2.05, 3.11, 1.97], [0.71, -0.13, -0.35], [-1.10, -0.47, -0.12], [0.36, 0.80, -1.07], [0.63, -0.27, 1.30], [0.34, 1.73, 0.66], [1.19, -2.92, 1.03], [-0.62, -0.30, -0.98], [-0.43, 2.00, -0.34], [-1.33, -0.72, -0.99], [0.11, 0.56, -1.17], [0.10, 1.63, -0.47], [0.36, 0.08, -0.50], [0.21, -0.84, 1.13], [0.98, -0.94, 0.88], [-1.40, 1.09, 0.21], [0.08, -0.12, -0.11], [0.23, 0.04, -0.14], [-0.09, -0.39, -0.05], [0.12, 0.20, -0.16], [-0.22, -0.12, 0.32], [0.01, 0.31, -0.35], [0.51, -0.91, 0.68], [0.22, -0.34, -0.35], [0.11, -0.42, 0.74], [-0.15, 0.01, 0.18], [-0.05, -0.26, -0.19], [0.04, 0.23, -0.12], [-0.55, 0.72, 0.19], [-0.12, -0.46, 0.29], [-0.06, 0.26, -0.02], [-0.31, 0.02, 0.55], [1.05, -0.30, -0.74], [-0.15, 0.16, -0.27], [-0.17, -0.01, 0.08], [0.37, -0.67, 0.26], [-1.15, 1.90, -1.37], [0.11, 0.21, 1.05], [-0.45, -0.33, -1.42], [-0.83, 0.26, 0.18], [1.08, 0.73, 2.91], [0.49, 0.51, -3.05], [-0.19, -0.17, 1.05], [0.35, -0.50, -0.11], [0.08, 0.44, 0.20], [-0.10, -2.28, 0.22], [0.29, 0.16, -0.16], [0.06, -0.09, 0.07], [0.31, 0.09, -0.43], [0.70, -0.59, 0.42], [-0.61, -0.24, 0.44], [-0.33, 0.11, -0.44], [-0.27, 0.49, 0.28], [0.62, -0.13, 0.75], [0.02, -0.47, -0.34], [-0.63, 0.41, 0.06], [0.15, -0.32, -0.31], [0.22, -0.60, 0.08], [-0.44, -0.65, 0.10], [-0.77, -0.45, -0.80], [0.76, 0.72, -0.48], [-0.40, 0.78, 0.12], [-0.10, -0.19, 0.39], [0.41, 0.90, 0.27], [0.21, -0.05, 0.06], [-0.20, -0.90, 0.10], [-0.29, 0.44, 0.09], [0.23, -0.02, -0.47], [0.23, 0.10, 0.49], [-0.05, 0.19, -0.08], [0.09, 0.18, -0.11], [-1.26, 2.59, 1.54], [1.37, -2.60, -1.28], [0.65, 0.02, -0.29], [-0.22, 0.13, 0.27], [-0.61, 0.20, 0.00], [0.06, -0.35, -0.21], [0.09, 0.30, -0.80], [0.15, -0.34, 0.88], [-0.32, 0.02, -0.48], [0.10, 0.28, -0.20], [-0.34, 0.04, -0.01], [0.32, -0.32, 0.64], [-0.56, 0.37, -0.33], [-0.32, -0.51, 0.29], [0.39, -0.12, -0.16], [0.44, 0.14, 0.12], [0.35, 0.36, -0.32], [-0.47, -0.17, 0.50], [-0.71, 0.27, -0.09], [0.29, 0.17, 0.07], [-0.19, 0.10, 0.09], [0.16, 0.11, -0.12], [0.44, -0.18, 0.05], [0.02, -0.53, 0.02]], "e_lumo_ev": 1.85, "total_charge": -2}